The following is a quantum chemistry calculation of a structure of composition C34H26F3N3O3PV in a non-equilibrium geometry, from the OMol25 dataset.

Atoms and positions in Å:
V: 3.31 0.82 0.71
O: 4.72 4.16 0.36
C: 3.64 3.66 0.56
O: 3.49 2.45 1.05
C: 2.34 4.35 0.28
C: 2.29 5.74 0.26
C: 1.08 6.37 0.04
C: -0.07 5.62 -0.16
C: -0.02 4.24 -0.16
C: 1.20 3.59 0.05
P: 1.26 1.77 0.04
C: 0.33 1.44 -1.49
C: -1.05 1.42 -1.67
C: -1.58 1.28 -2.94
C: -0.74 1.16 -4.04
C: 0.63 1.19 -3.87
C: 1.17 1.33 -2.60
C: 0.32 1.43 1.57
C: -0.85 0.68 1.66
C: -1.44 0.47 2.90
C: -0.87 1.00 4.05
C: 0.30 1.74 3.96
C: 0.90 1.95 2.73
H: 3.20 6.29 0.43
H: 1.02 7.45 0.02
H: -1.02 6.11 -0.32
H: -0.92 3.66 -0.32
H: -1.73 1.54 -0.83
H: -2.65 1.29 -3.08
H: -1.16 1.06 -5.03
H: 1.29 1.12 -4.73
H: 2.24 1.39 -2.45
H: -1.30 0.25 0.77
H: -2.35 -0.09 2.96
H: -1.33 0.83 5.01
H: 0.75 2.15 4.85
H: 1.81 2.54 2.67
C: 3.55 -1.63 -1.26
C: 2.85 -0.98 -0.08
O: 3.44 -0.86 1.07
H: 4.55 -1.95 -0.94
H: 3.66 -0.95 -2.10
H: 3.00 -2.52 -1.58
F: 4.89 1.71 -1.38
C: 5.03 0.98 -0.24
F: 5.84 1.64 0.59
F: 5.71 -0.13 -0.58
N: -2.86 -3.90 1.23
C: -3.95 -4.59 0.79
C: -4.91 -5.35 1.44
C: -5.89 -5.91 0.65
C: -5.89 -5.75 -0.75
C: -4.95 -5.01 -1.40
C: -3.96 -4.40 -0.62
N: -2.91 -3.63 -0.98
C: -2.25 -3.35 0.13
C: -1.02 -2.63 0.14
C: -0.25 -2.40 1.30
C: 0.97 -1.80 1.20
N: 1.49 -1.41 0.01
C: 0.74 -1.58 -1.12
C: -0.50 -2.15 -1.07
H: -2.55 -3.86 2.19
H: -4.89 -5.49 2.51
H: -6.66 -6.51 1.11
H: -6.66 -6.25 -1.32
H: -4.95 -4.89 -2.47
H: -0.58 -2.72 2.27
H: 1.61 -1.67 2.07
H: 1.17 -1.23 -2.04
H: -1.08 -2.28 -1.97

2S+1: 2
E: -89415.9440 eV
orbital gap (alpha / beta): 6.846 / 6.779 eV
lowest unoccupied orbital energy (alpha / beta): -4.1161 / -4.0937 eV
ΔE to the lowest compared entry with this formula, charge and spin: 192.36 kJ/mol
<S²>: 0.770
HOMO level (alpha / beta): -0.403 / -0.400 hartree
total charge: +1